Record 1
DFT (ωB97M-V/def2-TZVPD) results for C32H34As2BF6N3O3RuS2 as an isolated structure.

Structure (XYZ):
```
84
C32H34As2BF6N3O3RuS2, DFT ωB97M-V/def2-TZVPD
Ru -0.898 1.047 1.751
S -1.582 3.453 3.188
C -0.103 4.021 2.589
S 0.671 2.919 1.502
C 0.446 5.254 2.926
C -0.163 6.099 3.857
N -0.613 6.816 4.641
C 1.659 5.718 2.412
N 2.655 6.164 2.040
C -4.485 1.223 3.456
As -3.004 0.923 4.653
C -2.967 2.391 5.959
C -3.592 -0.606 5.761
O -1.524 0.503 4.104
H -5.368 1.448 4.051
H -4.664 0.324 2.861
H -4.282 2.047 2.772
H -3.885 2.383 6.547
H -2.869 3.344 5.442
H -2.104 2.256 6.612
H -4.580 -0.416 6.177
H -2.873 -0.766 6.568
H -3.633 -1.499 5.136
N -2.039 -0.815 1.624
H -2.259 -1.239 2.526
H -1.558 -1.495 1.037
H -2.926 -0.590 1.160
C 0.718 -0.032 2.055
C 1.654 -0.760 1.735
C 2.606 -1.643 1.240
C 2.250 -3.039 1.303
C 2.580 -3.949 0.287
C 2.150 -5.257 0.347
C 1.375 -5.699 1.410
C 1.021 -4.804 2.412
C 1.445 -3.497 2.358
C 3.746 -1.134 0.532
C 4.874 -1.919 0.231
C 5.911 -1.404 -0.517
C 5.877 -0.091 -0.963
C 4.797 0.717 -0.626
C 3.752 0.210 0.111
H 3.123 -3.597 -0.579
H 2.397 -5.934 -0.461
H 1.025 -6.722 1.439
H 0.398 -5.130 3.236
H 1.159 -2.790 3.125
H 4.936 -2.931 0.606
H 6.763 -2.031 -0.752
H 6.694 0.305 -1.549
H 4.767 1.748 -0.948
H 2.903 0.829 0.360
F -2.619 1.787 0.970
As -4.779 0.689 0.062
F -6.221 1.888 0.956
F -4.677 1.945 -1.103
F -6.122 -0.044 -0.717
F -3.656 -0.298 -1.034
F -4.796 -1.236 1.350
C -0.572 1.161 -6.490
C 0.643 0.347 -6.023
C 1.924 1.180 -6.173
C 0.772 -0.877 -6.936
C 0.437 -0.026 -4.560
C 0.319 -1.348 -4.145
C 0.067 -1.699 -2.827
C -0.064 -0.677 -1.917
O -0.328 -0.720 -0.595
B -0.362 0.607 -0.166
O -0.084 1.451 -1.221
C 0.078 0.660 -2.309
C 0.325 1.000 -3.620
H -0.461 1.454 -7.534
H -0.692 2.058 -5.891
H -1.477 0.566 -6.389
H 2.097 1.419 -7.222
H 2.778 0.620 -5.797
H 1.857 2.110 -5.618
H 0.925 -0.551 -7.964
H -0.130 -1.483 -6.907
H 1.623 -1.490 -6.645
H 0.415 -2.150 -4.859
H -0.027 -2.729 -2.522
H 0.428 2.037 -3.894
```

## Properties
total charge: -2
E: -7616.7842 hartree
HOMO energy (alpha / beta): -2.33 / -3.05 eV
multiplicity: 5
frontier orbital gap (alpha / beta): 6.1 / 5.5 eV

Atom charges from the Mulliken analysis, given in e for atoms 1 to 6:
1. Ru 1.332
2. S -0.499
3. C 0.746
4. S -0.502
5. C 0.271
6. C -0.023

=====

Record 2
DFT (ωB97M-V/def2-TZVPD) results for C32H34ClPTi as an isolated structure.

Structure (XYZ):
```
69
C32H34ClPTi, DFT ωB97M-V/def2-TZVPD
C 2.748 -5.907 -1.264
C 1.871 -6.432 -2.394
C 4.204 -5.808 -1.701
C 2.609 -6.754 -0.005
Cl 2.056 -4.018 -0.797
H 4.585 -6.810 -1.948
H 4.837 -5.403 -0.907
H 4.314 -5.186 -2.594
H 2.167 -7.457 -2.655
H 1.976 -5.818 -3.293
H 0.818 -6.454 -2.102
H 2.928 -7.785 -0.207
H 1.571 -6.788 0.338
H 3.235 -6.366 0.804
C 0.721 0.901 -2.035
C 2.042 0.583 -1.588
C 2.201 -0.846 -1.674
H 2.807 1.304 -1.314
C 0.947 -1.404 -2.139
C 0.039 -0.318 -2.351
H -0.972 -0.404 -2.739
H 0.335 1.902 -2.206
H 3.121 -1.399 -1.538
H 0.748 -2.453 -2.324
C 0.557 -0.684 2.305
C 1.458 0.397 2.019
C 2.536 -0.108 1.232
H 1.383 1.411 2.405
C 2.326 -1.523 1.057
C 1.085 -1.877 1.704
H 0.659 -2.875 1.756
H -0.330 -0.624 2.929
H 3.407 0.459 0.912
H 3.011 -2.229 0.603
Ti 0.734 -0.552 -0.080
C -4.842 1.720 3.269
C -4.064 0.564 3.197
C -2.972 0.492 2.325
C -2.627 1.612 1.549
C -3.444 2.756 1.591
C -4.547 2.812 2.442
P -1.130 1.574 0.481
C -1.977 2.263 -1.004
C -2.828 1.354 -1.663
C -3.498 1.727 -2.825
C -3.362 3.028 -3.324
C -2.561 3.949 -2.648
C -1.877 3.575 -1.483
C -0.269 3.064 1.144
C 0.703 3.712 0.358
C 1.421 4.794 0.871
C 1.179 5.249 2.171
C 0.244 4.588 2.972
C -0.451 3.484 2.474
H -5.684 1.777 3.962
H -4.305 -0.295 3.825
H -2.388 -0.427 2.240
H -3.221 3.610 0.949
H -5.170 3.707 2.461
H -2.971 0.353 -1.249
H -4.128 0.998 -3.336
H -3.888 3.318 -4.235
H -2.462 4.971 -3.017
H -1.286 4.323 -0.956
H 0.883 3.388 -0.669
H 2.170 5.283 0.246
H 1.724 6.110 2.561
H 0.053 4.926 3.992
H -1.160 2.964 3.121
```

## Properties
total charge: +2
E: -2890.2471 hartree
HOMO energy: -14.12 eV
frontier orbital gap: 6.1 eV

Atom charges from the Mulliken analysis, given in e for atoms 1 to 6:
1. C 0.934
2. C -1.438
3. C -1.358
4. C -1.356
5. Cl -0.290
6. H 0.398

=====

Record 3
DFT (ωB97M-V/def2-TZVPD) results for C32H34LiNO3 as an isolated structure.

Structure (XYZ):
```
71
C32H34LiNO3, DFT ωB97M-V/def2-TZVPD
C -2.438 3.110 5.929
C -2.183 3.127 4.414
C -3.505 3.631 3.822
C -1.056 4.125 4.124
C -1.770 1.712 3.925
C -2.473 0.999 2.988
C -2.082 -0.308 2.541
C -2.839 -1.000 1.549
C -2.550 -2.298 1.111
C -3.292 -3.031 0.194
C -2.961 -4.354 -0.231
C -3.763 -5.048 -1.197
C -3.448 -6.320 -1.633
C -2.307 -6.972 -1.114
N -1.965 -8.281 -1.563
O -0.946 -8.828 -1.085
O -2.690 -8.838 -2.417
C -1.496 -6.332 -0.156
C -1.819 -5.058 0.274
C -0.922 -0.888 3.142
C -0.167 -0.257 4.094
C 1.089 -0.910 4.738
C 2.334 -0.060 4.450
C 1.365 -2.313 4.195
C 0.920 -1.043 6.257
C -0.565 1.094 4.516
O 0.116 1.709 5.375
H -1.544 2.811 6.476
H -2.741 4.111 6.255
H -3.249 2.412 6.162
H -3.565 3.763 2.731
H -4.322 2.959 4.115
H -3.712 4.621 4.254
H -0.780 4.145 3.060
H -1.356 5.135 4.426
H -0.165 3.836 4.687
H -3.407 1.397 2.575
H -3.713 -0.493 1.142
H -1.673 -2.783 1.529
H -4.188 -2.579 -0.233
H -4.645 -4.550 -1.598
H -4.051 -6.847 -2.371
H -0.625 -6.865 0.225
H -1.173 -4.595 1.017
H -0.625 -1.890 2.833
H 2.219 0.937 4.882
H 3.217 -0.543 4.886
H 2.482 0.033 3.368
H 0.540 -2.999 4.416
H 1.551 -2.298 3.115
H 2.266 -2.711 4.680
H 0.053 -1.672 6.486
H 1.815 -1.513 6.682
H 0.781 -0.061 6.714
C -3.625 3.803 -1.568
Li -2.513 3.620 1.214
C -3.879 2.414 -1.550
C -2.774 1.759 -0.957
C -1.762 2.739 -0.655
C -2.319 4.043 -1.016
C -1.692 5.226 -0.580
C -0.561 5.129 0.241
C -0.002 3.873 0.559
C -0.579 2.684 0.106
H -4.275 4.593 -1.941
H -4.762 1.930 -1.950
H -2.652 0.690 -0.813
H -2.104 6.192 -0.880
H -0.087 6.038 0.624
H 0.909 3.827 1.160
H -0.148 1.702 0.329
```

## Properties
total charge: -1
E: -1527.7570 hartree
HOMO energy (alpha / beta): -3.40 / -4.41 eV
multiplicity: 2
frontier orbital gap (alpha / beta): 5.2 / 5.6 eV

Atom charges from the Mulliken analysis, given in e for atoms 1 to 6:
1. C -1.982
2. C 2.047
3. C -1.674
4. C -1.473
5. C -0.396
6. C 0.200